Record 1
Formula: C3H9NP2
Source: the Open Molecules 2025 dataset
Level of theory: wB97M-V/def2-TZVPD

The value obtained for the HOMO energy is -8.82 eV. For the calculated total energy, the calculation gives -23321.1813 eV. The maximum force is 3.951 eV/A. Its spin multiplicity is 1. Its molecular weight is 121.060 g mol⁻¹. The lowest unoccupied orbital energy is 0.321 eV. The calculation puts the energy above the lowest of the compared OMol25 structures with the same formula, charge and spin at 2.900 eV.

Last column: Mulliken charge in e.
Atoms and positions in Å:
C1 -1.218 1.921 0.611  -0.513
C2 -0.913 -1.646 -0.725  -1.402
C3 -0.196 -0.513 -0.009  0.284
N1 1.241 -0.729 0.009  -0.342
P1 -0.551 1.221 -0.757  -0.017
P2 2.534 0.477 0.048  -0.140
H1 -1.525 2.941 0.563  0.284
H2 -1.079 1.344 1.449  0.277
H3 -1.970 -1.296 -0.802  0.377
H4 -1.014 -2.378 0.069  0.374
H5 -0.255 -1.900 -1.643  0.335
H6 -0.722 -0.476 1.310  0.145
H7 1.474 -1.656 0.234  0.241
H8 1.740 1.476 0.771  0.050
H9 2.451 1.216 -1.129  0.048

Record 2
Formula: C4H5NO2
Source: the Open Molecules 2025 dataset
Level of theory: wB97M-V/def2-TZVPD

The value obtained for the HOMO energy is -9.82 eV. For the calculated total energy, the calculation gives -9810.2804 eV. The maximum force is 3.009 eV/A. Its spin multiplicity is 1. Its molecular weight is 99.089 g mol⁻¹. The lowest unoccupied orbital energy is 0.324 eV. The calculation puts the energy above the lowest of the compared OMol25 structures with the same formula, charge and spin at 4.034 eV.

Last column: Mulliken charge in e.
Atoms and positions in Å:
O1 1.606 -0.219 -2.224  -0.465
C1 0.483 0.065 -1.869  -0.222
C2 -0.015 -0.176 -0.477  0.078
C3 0.820 -0.178 0.758  -0.195
N1 -0.382 -0.414 1.641  -0.558
C4 -1.260 0.407 1.134  0.115
O2 -1.079 0.721 -0.141  -0.304
H1 -0.256 0.497 -2.578  0.314
H2 -0.560 -1.199 0.325  0.330
H3 1.520 -1.011 0.787  0.259
H4 1.306 0.761 1.055  0.276
H5 -2.183 0.746 1.590  0.373

Record 3
Formula: C7H18N2
Source: the Open Molecules 2025 dataset
Level of theory: wB97M-V/def2-TZVPD

The value obtained for the HOMO energy is -7.93 eV. For the calculated total energy, the calculation gives -10530.9467 eV. The maximum force is 0.683 eV/A. Its spin multiplicity is 1. As for the SMILES: CC(C)(C)N.C=C(C)N. Its molecular weight is 130.235 g mol⁻¹. The lowest unoccupied orbital energy is 0.973 eV. The calculation puts the energy above the lowest of the compared OMol25 structures with the same formula, charge and spin at 0.663 eV.

Last column: Mulliken charge in e.
Atoms and positions in Å:
C1 1.963 -0.121 -1.205  0.946
C2 1.432 0.641 -2.159  -1.121
C3 1.626 -1.569 -1.021  -1.405
N1 2.855 0.374 -0.264  -0.451
N2 0.209 0.467 0.840  -0.375
H1 3.302 1.242 -0.513  0.212
H2 3.483 -0.306 0.131  0.204
H3 0.426 1.360 0.413  0.293
H4 0.534 0.493 1.805  0.264
H5 1.712 1.675 -2.277  0.270
H6 -1.455 1.167 -1.133  0.386
H7 0.703 0.256 -2.843  0.328
H8 2.494 -2.189 -1.258  0.411
H9 0.809 -1.863 -1.675  0.293
H10 1.349 -1.742 0.011  0.303
C4 -2.013 1.282 1.567  -1.745
C5 -1.464 -1.167 1.415  -1.701
C6 -1.226 0.210 0.795  1.417
C7 -1.673 0.203 -0.666  -1.538
H11 -3.080 1.067 1.550  0.388
H12 -1.690 1.320 2.607  0.401
H13 -0.871 -1.912 0.892  0.345
H14 -1.178 -1.169 2.465  0.409
H15 -2.514 -1.440 1.343  0.406
H16 -1.854 2.263 1.121  0.396
H17 -2.731 0.029 -0.730  0.482
H18 -1.144 -0.569 -1.212  0.183

Record 4
Formula: C5H39N2O14
Source: the Open Molecules 2025 dataset
Level of theory: wB97M-V/def2-TZVPD

The value obtained for the HOMO energy is -12.11 eV. For the calculated total energy, the calculation gives -37456.9803 eV. The maximum force is 3.390 eV/A. Its spin multiplicity is 1. Its molecular weight is 351.367 g mol⁻¹. The lowest unoccupied orbital energy is -2.393 eV. Its net charge is +1. The calculation puts the energy above the lowest of the compared OMol25 structures with the same formula, charge and spin at 3.973 eV.

Last column: Mulliken charge in e.
Atoms and positions in Å:
O1 0.661 -1.963 -0.892  -0.524
C1 -0.113 -1.318 -0.247  0.000
C2 -0.453 0.173 -0.454  0.174
C3 0.189 0.830 -1.754  -0.217
C4 0.201 2.335 -1.661  -1.005
C5 -1.160 3.076 -1.948  -0.852
N1 -2.189 3.017 -0.816  0.001
N2 -1.921 0.381 -0.374  -0.427
H1 -0.575 -1.836 0.644  0.137
H2 0.123 0.749 0.283  0.091
H3 -0.231 0.439 -2.657  0.207
H4 1.297 0.535 -1.691  0.173
H5 0.731 2.879 -0.872  0.470
H6 0.887 2.714 -2.410  0.483
H7 -1.560 2.713 -2.925  0.263
H8 -0.900 4.066 -2.208  0.516
H9 -3.145 3.240 -1.129  0.347
H10 -2.135 2.065 -0.386  0.165
H11 -2.132 0.148 0.616  0.269
H12 -1.906 3.632 -0.048  0.435
H13 -2.300 -0.227 -1.053  0.262
H14 4.704 4.197 0.397  0.306
H15 4.133 4.175 -1.054  0.307
O2 3.905 4.135 -0.115  -0.600
H16 2.780 -3.770 -0.778  0.350
H17 3.789 -4.746 -1.502  0.313
O3 3.179 -4.652 -0.755  -0.675
H18 2.752 0.518 0.530  0.387
H19 3.550 -0.037 -0.576  0.321
O4 3.658 0.174 0.366  -0.617
H20 3.133 -4.066 2.562  0.283
H21 3.611 -3.948 1.151  0.330
O5 3.030 -3.516 1.774  -0.582
H22 -1.025 0.668 2.386  0.318
H23 -2.212 0.269 3.344  0.238
O6 -1.865 0.936 2.748  -0.588
H24 -3.936 2.878 1.610  0.274
H25 -2.549 2.363 2.174  0.368
O7 -2.998 3.066 1.664  -0.638
H26 -5.217 1.583 0.824  0.306
H27 -5.648 0.440 1.683  0.271
O8 -4.865 0.946 1.471  -0.584
H28 1.165 -0.681 -5.839  0.306
H29 -0.153 0.213 -5.840  0.311
O9 0.627 -0.033 -5.351  -0.596
H30 -1.920 -1.140 -3.721  0.353
H31 -1.756 0.224 -4.116  0.210
O10 -2.304 -0.293 -3.496  -0.585
H32 -1.895 -4.202 -1.129  0.297
H33 -1.415 -4.840 0.207  0.324
O11 -1.972 -4.147 -0.166  -0.624
H34 -1.165 -3.219 2.726  0.285
H35 -0.814 -3.061 4.135  0.276
O12 -0.626 -2.647 3.269  -0.556
H36 1.763 1.527 2.607  0.259
H37 1.237 0.094 2.850  0.291
O13 1.116 0.877 2.309  -0.571
H38 4.115 -0.075 2.804  0.294
H39 3.168 -1.222 2.916  0.327
O14 3.287 -0.308 3.218  -0.659

| no. | gap between HOMO and LUMO (eV) |
| --- | --- |
| 1 | 9.14 |
| 2 | 10.14 |
| 3 | 8.90 |
| 4 | 9.71 |